# 1
Density functional theory data (ωB97M-V/def2-TZVPD) for a structure of composition C41H48CdN3O7PS.

XYZ file:
```
102
Properties=species:S:1:pos:R:3
Cd 1.1797 -0.6101 -1.1044
C -3.8801 2.0789 -5.4168
C -4.2468 3.2530 -4.4980
C -4.0289 4.5743 -5.3623
C -3.4534 3.3564 -3.2050
C -3.1109 2.2158 -2.5077
C -2.6140 2.3456 -1.2227
C -2.2744 3.5655 -0.6212
C -1.7620 3.7260 0.7832
C -2.4756 4.6947 -1.4269
C -3.1204 4.5717 -2.6512
H -4.6765 1.9752 -6.1893
H -3.7143 1.1419 -4.8881
H -2.9354 2.3433 -5.9087
H -5.2808 3.2454 -4.1604
H -2.9455 4.7391 -5.4058
H -4.4649 5.4154 -4.8971
H -4.4267 4.5038 -6.3885
H -3.1831 1.2357 -2.9929
H -2.5608 1.5494 -0.5017
H -0.7159 3.3248 0.9281
H -2.3724 3.2015 1.5265
H -1.7419 4.7745 1.0048
H -2.2774 5.6592 -1.0928
H -3.2312 5.4701 -3.2907
O -2.4713 -0.9895 -3.4751
C -1.5513 -1.1681 -2.6938
O -0.6372 -0.2970 -2.3830
C -1.5105 -2.5874 -2.0574
P -0.6455 -2.4312 -0.3816
C 0.2080 -3.9016 0.1019
C -0.4818 -5.1091 0.0570
C 0.0097 -6.2625 0.7017
C 1.0682 -6.1943 1.5390
C 1.7880 -5.0183 1.5746
C 1.3909 -3.9060 0.8728
C -1.9597 -2.0202 0.8069
C -2.8240 -0.9253 0.6659
C -3.4121 -0.3707 1.8092
C -3.3518 -0.9786 3.0379
C -2.5125 -2.1041 3.1971
C -1.8282 -2.6065 2.1059
H -0.9612 -3.2157 -2.8355
H -2.5331 -3.0140 -1.9235
H -1.5025 -5.0962 -0.3556
H -0.4980 -7.1741 0.5291
H 1.3067 -6.9490 2.2878
H 2.7058 -4.9145 2.0785
H 2.0544 -3.0093 0.9184
H -3.0699 -0.3496 -0.2509
H -3.9914 0.5413 1.7242
H -3.9514 -0.6389 3.8966
H -2.4924 -2.6119 4.1512
H -1.2439 -3.5030 2.2591
N 2.6292 -0.6009 -2.8761
C 3.1407 -0.2556 -3.8772
N 3.8834 0.1162 -4.8925
C 3.6789 -0.2877 -6.2627
C 3.5814 1.0202 -7.0676
C 4.8979 1.8190 -6.9089
C 5.2667 2.0474 -5.4789
C 5.1622 0.7888 -4.6687
H 2.7787 -0.9220 -6.4542
H 4.5822 -0.7923 -6.5689
H 2.7551 1.6438 -6.8027
H 3.4240 0.7484 -8.1248
H 4.7883 2.8084 -7.4103
H 5.6596 1.2352 -7.4187
H 4.6288 2.8197 -5.0085
H 6.2526 2.5212 -5.4531
H 5.1851 1.0673 -3.5916
H 5.9829 0.0704 -4.9260
C 0.3330 -1.8407 9.9474
C 0.1017 -1.0900 8.6612
C -0.5941 0.1110 8.6856
C -0.7619 0.8365 7.4925
C -0.1856 0.3769 6.2982
C 0.4779 -0.8649 6.3055
C 0.6905 -1.5198 7.4845
S -0.1641 1.5221 4.9841
O -1.5144 1.4938 4.4334
O 0.4368 2.6922 5.6085
N 0.7979 0.9293 3.8108
C 2.2039 0.7014 3.7666
C 2.8256 1.0897 2.4505
C 2.0819 0.5673 1.2071
O 2.7942 -0.0422 0.3160
O 0.8340 0.6572 1.0741
H 1.4160 -1.9504 10.2188
H -0.0943 -2.8570 9.8534
H -0.0901 -1.2786 10.7751
H -1.0885 0.4455 9.5688
H -1.2296 1.8387 7.5150
H 0.8891 -1.3122 5.3702
H 1.3932 -2.3877 7.5588
H 0.2527 0.8130 2.9521
H 2.4451 -0.3634 3.8966
H 2.6254 1.3692 4.5663
H 3.9333 0.8080 2.5757
H 2.8226 2.1518 2.3835
O 2.8738 -7.3922 -2.6837
C 2.4284 -6.8978 -1.7541
```

Results
Multiplicity ... 1
Max |F| ... 2.45 eV/A
Net charge ... 0
Relative energy (zero: lowest compared OMol25 entry of this formula, charge and spin) ... 0.0 kcal/mol

Here are the Mulliken charges for atoms 1 to 8, given in e:
1. Cd 1.514
2. C -1.226
3. C 0.698
4. C -1.655
5. C 0.420
6. C 0.628
7. C 0.160
8. C 0.108

***

# 2
Density functional theory data (ωB97M-V/def2-TZVPD) for a structure of composition C19H19F3N3O5PdSSi.

XYZ file:
```
52
Properties=species:S:1:pos:R:3
Pd -1.0404 0.2347 -0.3911
O -4.8111 1.7685 -0.6153
C -3.6243 1.5216 -0.6965
N -2.8419 0.8353 0.1778
C -3.2526 0.3015 1.3992
O -4.2548 0.5898 2.0096
C -2.2001 -0.6517 1.9140
C -2.0094 -0.8600 3.2427
C -0.6945 -1.3059 3.6289
C 0.1569 -1.8024 2.7188
C -0.3393 -2.0999 1.3289
N -1.4066 -1.1555 0.9373
C -2.8256 2.0430 -1.8752
C -3.3339 3.0988 -2.6168
C -2.5939 3.5784 -3.6783
C -1.3810 2.9722 -3.9759
C -0.9541 1.9185 -3.1926
N -1.6585 1.4537 -2.1596
H -2.7200 -0.4640 3.9525
H -0.3610 -1.1297 4.6449
H 1.1930 -1.9753 2.9758
H -0.7471 -3.1244 1.2840
H -4.2907 3.5103 -2.3295
H -2.9516 4.4143 -4.2660
H -0.7619 3.3158 -4.7929
H -0.0123 1.4298 -3.3908
F 0.3889 4.5716 1.7994
C 0.1278 3.9328 0.6516
F -1.1685 3.5880 0.6601
F 0.3003 4.8147 -0.3486
S 1.2075 2.4557 0.4343
O 2.5414 2.9910 0.5386
O 0.7813 1.5645 1.4877
O 0.8261 2.0182 -0.9061
C 0.9155 -0.7872 -1.9806
H 0.7613 -1.4710 -2.8105
H 1.1275 0.2539 -2.1805
C 3.7525 -1.3587 0.8100
Si 2.5126 -2.7175 0.5064
C 2.5637 -4.0127 1.8725
C 2.8863 -3.6037 -1.1063
C 0.7893 -1.9740 0.3146
C 0.7274 -1.2283 -0.7532
H 4.7792 -1.7330 0.8062
H 3.5620 -0.8776 1.7716
H 3.6602 -0.5866 0.0434
H 3.3070 -4.7741 1.6234
H 1.5998 -4.5108 1.9942
H 2.8375 -3.5829 2.8363
H 3.8137 -4.1737 -0.9981
H 3.0229 -2.9074 -1.9348
H 2.0935 -4.3085 -1.3654
```

Results
Multiplicity ... 1
Max |F| ... 1.91 eV/A
Net charge ... -1
Relative energy (zero: lowest compared OMol25 entry of this formula, charge and spin) ... 44.6 kcal/mol

Here are the natural (NBO) charges for atoms 1 to 8, given in e:
1. Pd 0.891
2. O -0.586
3. C 0.632
4. N -0.644
5. C 0.659
6. O -0.564
7. C 0.121
8. C -0.347